Entry 1:
{"formula": "C2H7O2", "method": "the ωB97M-V functional and the def2-TZVPD basis", "symbols": ["O", "H", "H", "H", "C", "C", "O", "H", "H", "H", "H"], "xyz": [[1.954, -0.012, -1.564], [2.487, -0.593, -2.124], [-1.086, 0.749, 2.216], [1.895, 0.808, -2.068], [-0.820, -0.085, 1.566], [-1.016, 0.351, 0.187], [-0.727, -0.291, -0.839], [-1.482, -0.928, 1.769], [0.193, -0.431, 1.778], [-1.426, 1.349, -0.009], [0.029, -0.917, -0.912]], "forces_ev_per_angstrom": [[-0.3, -0.3, -0.1], [0.0, 0.1, 0.2], [0.1, -0.3, 0.1], [0.0, 0.0, 0.0], [0.1, 0.6, 0.2], [0.5, 0.0, 0.7], [0.2, 0.7, -1.3], [-0.2, -0.2, -0.1], [0.1, 0.0, -0.2], [-0.5, -0.4, -0.1], [-0.1, -0.3, 0.5]], "lowdin_charge": [-0.042, 0.069, 0.111, 0.062, 0.028, -0.049, 0.216, 0.131, 0.127, 0.174, 0.173], "total_charge": 1, "de_lowest_kj_mol": 77.3, "homo_lumo_gap_ev": 10.07, "homo_energy_ev": -16.15, "lumo_ha": -0.223}

Entry 2:
{"formula": "CH2N3S2", "method": "the ωB97M-V functional and the def2-TZVPD basis", "symbols": ["S", "N", "N", "C", "N", "S", "H", "H"], "xyz": [[-0.916, -2.023, 2.510], [-0.687, -0.916, 1.525], [-0.479, -0.364, 0.490], [0.468, 0.368, -0.013], [0.285, 0.781, -1.304], [-1.037, 0.254, -2.155], [1.376, 0.598, 0.732], [0.991, 1.302, -1.785]], "forces_ev_per_angstrom": [[-0.1, -0.3, 0.4], [-0.2, 0.0, 0.1], [-0.2, -0.2, -0.2], [2.2, 1.0, 1.2], [-0.8, -1.2, 1.1], [0.4, 0.4, -0.2], [-1.8, -0.2, -2.4], [0.5, 0.4, 0.0]], "lowdin_charge": [1.004, -0.520, 0.003, -0.180, -0.417, 0.804, 0.207, 0.098], "total_charge": 1, "de_lowest_kj_mol": 102.0, "homo_lumo_gap_ev": [7.13, 7.05], "smiles": "S=N/N=C/[NH+]=S", "homo_energy_ev": [-13.79, -13.49], "lumo_ha": [-0.245, -0.237]}

Entry 3:
{"formula": "C4H5NO3S", "method": "the ωB97M-V functional and the def2-TZVPD basis", "symbols": ["H", "N", "C", "O", "S", "O", "O", "C", "C", "C", "H", "H", "H", "H"], "xyz": [[-0.738, 3.028, 2.878], [-0.105, 2.967, 1.943], [0.299, 1.764, 1.771], [0.984, 1.330, 0.720], [1.620, -0.256, 0.391], [1.278, -0.973, 1.611], [2.949, -0.059, 0.020], [0.570, -0.686, -0.940], [-0.383, -1.071, -1.536], [-1.457, -1.695, -2.181], [0.217, 1.064, 2.587], [-1.436, -2.703, -2.360], [-2.386, -1.351, -1.730], [-1.412, -1.359, -3.173]], "forces_ev_per_angstrom": [[2.3, -0.4, -2.7], [-1.4, -0.8, 1.1], [-0.9, 0.7, 2.7], [1.4, -0.6, -2.6], [-3.7, 1.1, 3.5], [0.4, 0.3, -2.3], [1.1, 0.2, -1.0], [2.0, 1.1, 2.2], [0.8, -0.9, 0.7], [-1.5, 2.1, -0.3], [-0.2, -0.8, 0.0], [0.4, -2.8, 0.6], [-0.2, -0.3, -0.1], [-0.5, 1.0, -1.7]], "lowdin_charge": [0.111, 0.071, -0.388, -0.178, 0.703, -0.275, -0.217, -0.046, -0.096, -0.060, 0.109, 0.071, 0.112, 0.082], "total_charge": 0, "de_lowest_kj_mol": 382.3, "homo_lumo_gap_ev": 10.43, "smiles": "[H]/N=C/OS(=O)(=O)C#CC", "homo_energy_ev": -10.17, "lumo_ha": 0.010}

Entry 4:
{"formula": "C10H40N2O9", "method": "the ωB97M-V functional and the def2-TZVPD basis", "symbols": ["C", "O", "C", "C", "C", "N", "H", "H", "H", "H", "H", "H", "H", "H", "H", "H", "H", "C", "O", "C", "C", "C", "N", "H", "H", "H", "H", "H", "H", "H", "H", "H", "H", "H", "C", "C", "O", "H", "H", "H", "H", "H", "H", "O", "H", "H", "O", "H", "H", "O", "H", "H", "O", "H", "H", "O", "H", "H", "O", "H", "H"], "xyz": [[2.786, -3.665, -2.816], [1.962, -3.311, -3.914], [2.129, -4.157, -4.982], [1.226, -3.771, -6.204], [1.105, -5.001, -7.198], [1.865, -2.692, -6.982], [2.256, -4.351, -2.154], [2.949, -2.826, -2.140], [3.791, -3.881, -3.179], [3.174, -4.299, -5.259], [1.917, -5.201, -4.753], [0.282, -3.516, -5.722], [0.490, -4.619, -8.012], [0.437, -5.750, -6.773], [2.054, -5.398, -7.558], [1.927, -1.947, -6.303], [1.137, -2.272, -7.542], [-7.148, -3.210, -1.371], [-6.863, -2.241, -0.472], [-5.549, -1.672, -0.657], [-4.569, -1.693, 0.621], [-5.033, -0.755, 1.793], [-3.147, -1.322, 0.417], [-6.655, -4.145, -1.104], [-6.756, -2.890, -2.337], [-8.231, -3.330, -1.365], [-4.998, -2.020, -1.531], [-5.735, -0.636, -0.940], [-4.557, -2.701, 1.037], [-4.417, -0.734, 2.692], [-5.974, -1.184, 2.136], [-5.195, 0.274, 1.470], [-2.860, -1.618, -0.505], [-3.132, -0.317, 0.322], [-3.365, 5.148, 6.549], [-1.891, 5.067, 6.198], [-1.270, 4.341, 7.244], [-3.594, 5.561, 7.531], [-3.649, 4.097, 6.507], [-3.836, 5.639, 5.697], [-1.488, 6.074, 6.094], [-1.772, 4.760, 5.159], [-0.542, 3.866, 6.837], [0.852, -1.101, 5.098], [0.484, -1.820, 5.611], [0.482, -1.216, 4.223], [3.843, 2.021, 2.204], [3.280, 1.653, 2.885], [4.665, 1.537, 2.284], [4.553, 6.112, -0.272], [4.361, 5.361, 0.289], [5.443, 6.370, -0.030], [-0.897, 4.247, -1.155], [-1.623, 4.871, -1.172], [-0.130, 4.777, -0.936], [8.557, 6.394, 2.515], [9.504, 6.528, 2.509], [8.448, 5.451, 2.634], [9.279, 0.490, 2.164], [9.563, 0.079, 2.981], [10.075, 0.548, 1.636]], "forces_ev_per_angstrom": [[-0.2, 1.0, 0.3], [0.0, 1.0, 0.9], [-0.3, -1.4, -1.9], [2.0, -1.8, 0.0], [-1.4, 1.4, 1.1], [-0.9, 0.4, 1.0], [0.5, -0.9, -0.4], [-0.3, 0.6, -0.4], [0.0, -0.9, 0.2], [0.5, 0.8, -0.4], [-0.8, -0.3, 0.5], [-0.4, 0.1, -0.4], [0.4, 0.0, -0.5], [0.5, -0.4, 0.2], [-0.1, 0.2, 0.2], [0.8, 0.5, 0.4], [-0.2, -0.2, -0.8], [-0.2, -1.1, -1.0], [2.0, 1.9, 1.8], [0.5, 1.2, 1.3], [-0.2, 0.6, 1.1], [-1.1, -1.1, -0.6], [-0.9, 0.0, -1.0], [-0.1, -0.4, -0.1], [-0.4, -0.3, -0.6], [0.1, -0.2, -0.3], [-0.1, -0.9, 0.0], [0.1, 0.4, 0.3], [-0.2, -0.2, -0.2], [0.5, -0.3, -0.4], [-0.4, 0.4, 0.0], [0.0, 0.0, -0.2], [0.4, -0.4, -0.2], [0.2, 0.4, 0.2], [0.5, -1.0, -1.1], [-0.7, 1.7, 0.5], [0.5, -0.3, -0.9], [0.1, 0.2, -0.3], [-0.6, 0.0, 0.3], [-0.5, 0.3, 0.4], [0.3, 0.4, 0.6], [0.1, -1.2, 0.2], [0.2, -0.1, 0.3], [0.2, 0.2, 0.1], [-0.1, -0.2, 0.2], [-0.1, 0.0, -0.3], [0.0, 0.2, -0.2], [-0.2, -0.1, 0.2], [0.2, -0.1, 0.0], [-0.2, 0.1, -0.2], [-0.1, -0.2, 0.2], [0.2, 0.1, 0.1], [-0.1, -0.2, 0.0], [-0.2, 0.1, 0.0], [0.3, 0.1, 0.0], [-0.2, 0.2, 0.0], [0.2, 0.1, 0.0], [-0.1, -0.3, 0.0], [-0.2, 0.1, 0.0], [0.0, -0.1, 0.2], [0.2, 0.0, -0.2]], "lowdin_charge": [-0.097, -0.172, -0.267, -0.390, -0.062, 0.028, 0.091, 0.082, 0.090, 0.120, 0.115, 0.131, 0.062, 0.066, 0.078, 0.063, 0.063, -0.163, -0.181, -0.157, -0.382, -0.073, 0.020, 0.089, 0.083, 0.095, 0.106, 0.117, 0.122, 0.070, 0.068, 0.072, 0.056, 0.060, -0.093, -0.355, -0.064, 0.078, 0.072, 0.072, 0.099, 0.109, 0.082, -0.057, 0.028, 0.028, -0.054, 0.027, 0.028, -0.054, 0.025, 0.027, -0.055, 0.027, 0.029, -0.054, 0.028, 0.027, -0.055, 0.028, 0.028], "total_charge": 0, "de_lowest_kj_mol": 308.2, "homo_lumo_gap_ev": 9.70, "smiles": "COC[C@H](C)N.COC[C@H](C)N.CCO.O.O.O.O.O.O", "homo_energy_ev": -9.35, "lumo_ha": 0.013}

Entry 5:
{"formula": "C46H46Br2IN4O2PSn", "method": "the ωB97M-V functional and the def2-TZVPD basis", "symbols": ["Sn", "Br", "C", "C", "C", "N", "C", "C", "C", "C", "C", "Br", "C", "C", "N", "H", "H", "H", "H", "H", "H", "C", "C", "C", "C", "C", "C", "C", "C", "C", "C", "N", "C", "C", "C", "C", "C", "N", "H", "H", "H", "H", "H", "H", "H", "H", "H", "H", "H", "H", "H", "H", "H", "H", "H", "I", "C", "H", "H", "C", "C", "O", "H", "H", "H", "H", "H", "H", "O", "P", "C", "C", "C", "C", "C", "C", "C", "C", "C", "C", "C", "C", "C", "C", "C", "C", "C", "C", "H", "H", "H", "H", "H", "H", "H", "H", "H", "H", "H", "H", "H", "H", "H"], "xyz": [[0.377, -1.289, -0.092], [-4.588, 3.793, -3.055], [-3.534, 2.421, -2.306], [-2.385, 2.004, -2.946], [-1.645, 1.004, -2.327], [-1.988, 0.441, -1.175], [-3.088, 0.867, -0.565], [-3.903, 1.859, -1.097], [-3.360, 0.281, 0.784], [-4.646, 0.253, 1.313], [-4.801, -0.223, 2.599], [-6.525, -0.300, 3.357], [-3.706, -0.655, 3.324], [-2.474, -0.626, 2.685], [-2.299, -0.177, 1.446], [-2.063, 2.444, -3.880], [-0.716, 0.654, -2.769], [-4.782, 2.211, -0.577], [-5.505, 0.561, 0.734], [-3.801, -1.011, 4.340], [-1.585, -0.998, 3.190], [-2.494, -3.113, -4.667], [-2.418, -2.013, -3.603], [-3.157, -2.375, -2.335], [-4.545, -2.258, -2.302], [-5.265, -2.564, -1.158], [-4.595, -2.995, -0.023], [-3.212, -3.119, -0.014], [-2.504, -3.649, 1.209], [-2.277, -5.160, 1.129], [-2.499, -2.810, -1.180], [-1.077, -2.873, -1.141], [-0.441, -3.788, -1.796], [0.969, -3.728, -1.942], [1.881, -4.634, -2.490], [3.138, -4.043, -2.360], [2.927, -2.800, -1.745], [1.625, -2.600, -1.502], [-2.074, -2.770, -5.614], [-3.529, -3.413, -4.840], [-1.939, -4.000, -4.356], [-2.859, -1.098, -4.006], [-1.373, -1.798, -3.376], [-5.063, -1.920, -3.193], [-6.344, -2.467, -1.151], [-5.151, -3.241, 0.876], [-3.098, -3.412, 2.093], [-1.537, -3.155, 1.322], [-3.227, -5.690, 1.037], [-1.763, -5.525, 2.021], [-1.665, -5.415, 0.261], [-0.988, -4.610, -2.262], [1.647, -5.600, -2.913], [4.088, -4.453, -2.665], [3.660, -2.042, -1.502], [1.222, -2.540, 3.433], [1.146, -2.957, 1.315], [0.535, -3.860, 1.251], [2.167, -3.241, 1.065], [1.153, 1.429, 4.793], [0.509, 1.816, 3.478], [0.960, 1.013, 2.396], [0.836, 2.109, 5.587], [2.242, 1.470, 4.710], [0.870, 0.414, 5.083], [0.766, 2.846, 3.221], [-0.584, 1.762, 3.555], [1.093, 0.110, 2.710], [1.925, 0.987, -0.823], [2.626, 2.135, -0.169], [3.665, 1.601, 1.207], [4.191, 2.473, 2.155], [4.972, 1.983, 3.193], [5.230, 0.622, 3.286], [4.711, -0.251, 2.340], [3.932, 0.237, 1.301], [1.416, 3.338, 0.424], [1.698, 4.620, 0.895], [0.670, 5.452, 1.315], [-0.646, 5.010, 1.269], [-0.933, 3.733, 0.807], [0.091, 2.898, 0.385], [3.745, 2.951, -1.342], [3.852, 2.351, -2.596], [4.691, 2.892, -3.562], [5.423, 4.036, -3.286], [5.331, 4.633, -2.035], [4.503, 4.089, -1.066], [3.974, 3.533, 2.111], [5.373, 2.664, 3.933], [5.831, 0.242, 4.102], [4.904, -1.314, 2.416], [3.497, -0.439, 0.574], [2.713, 4.988, 0.939], [0.897, 6.446, 1.679], [-1.446, 5.662, 1.598], [-1.958, 3.381, 0.781], [-0.116, 1.888, 0.049], [3.272, 1.459, -2.798], [4.771, 2.416, -4.531], [6.073, 4.461, -4.040], [5.909, 5.521, -1.813], [4.471, 4.553, -0.089]], "forces_ev_per_angstrom": [[0.2, -0.2, 0.0], [0.0, 0.0, 0.0], [0.0, 0.0, 0.0], [0.1, -0.1, 0.0], [0.0, 0.0, 0.0], [0.0, 0.1, -0.2], [0.0, 0.0, 0.1], [0.0, 0.0, 0.0], [0.0, 0.0, -0.1], [0.0, 0.0, -0.1], [0.0, 0.0, 0.1], [-0.1, 0.0, 0.0], [0.0, 0.0, 0.0], [0.0, 0.0, -0.1], [0.0, 0.0, 0.1], [0.0, 0.0, 0.0], [0.0, 0.0, 0.0], [0.0, 0.0, 0.0], [0.0, 0.0, 0.0], [0.0, 0.0, 0.0], [0.0, 0.0, 0.0], [0.0, 0.0, 0.0], [-0.1, -0.1, 0.0], [0.1, 0.1, 0.0], [0.0, 0.0, 0.0], [0.1, 0.0, 0.0], [0.0, 0.0, 0.0], [0.0, -0.1, 0.1], [0.0, 0.0, -0.1], [0.0, 0.0, 0.0], [0.1, -0.1, 0.2], [0.0, 0.0, 0.0], [0.1, 0.0, 0.0], [-0.1, 0.0, 0.0], [0.1, 0.0, 0.0], [-0.1, 0.0, 0.1], [0.0, 0.0, -0.1], [-0.1, 0.0, 0.1], [0.0, 0.0, 0.0], [0.0, 0.0, 0.0], [0.0, 0.0, 0.0], [0.0, 0.0, 0.0], [0.0, 0.1, 0.0], [0.0, 0.0, 0.0], [0.0, 0.0, 0.0], [0.0, 0.0, 0.0], [0.0, 0.0, 0.0], [-0.1, 0.1, 0.1], [0.0, 0.0, 0.0], [0.0, 0.0, 0.0], [0.0, 0.0, 0.0], [0.0, 0.0, 0.0], [0.0, 0.0, 0.0], [0.0, 0.0, 0.0], [0.0, 0.0, 0.0], [-0.1, 0.1, -0.1], [-0.2, -0.2, 0.0], [0.1, 0.0, 0.0], [0.0, 0.1, 0.0], [0.0, 0.0, 0.1], [0.0, -0.1, -0.1], [0.0, 0.1, 0.1], [0.0, 0.0, 0.0], [0.0, 0.0, 0.0], [0.0, 0.0, 0.0], [0.0, 0.0, 0.0], [0.0, 0.0, 0.0], [0.0, -0.1, 0.1], [0.5, 0.1, -0.1], [-0.2, -0.2, -0.1], [0.1, 0.0, 0.1], [0.0, -0.1, 0.0], [0.0, 0.0, 0.0], [0.0, 0.0, 0.0], [0.0, 0.0, 0.0], [0.0, 0.1, 0.1], [-0.1, 0.1, 0.0], [-0.1, -0.1, 0.0], [0.0, 0.0, 0.0], [0.0, 0.0, 0.0], [0.0, 0.0, 0.0], [0.0, 0.0, 0.0], [0.0, 0.0, -0.1], [0.0, 0.1, 0.0], [0.0, 0.0, 0.0], [0.0, 0.0, 0.0], [0.0, 0.0, 0.0], [0.0, -0.1, 0.0], [0.0, 0.0, 0.0], [0.0, 0.0, 0.0], [0.0, 0.0, 0.0], [0.0, 0.0, 0.0], [0.0, 0.0, 0.0], [0.0, 0.0, 0.0], [0.0, 0.0, 0.0], [0.0, 0.0, 0.0], [0.0, 0.0, 0.0], [0.0, 0.1, 0.0], [0.0, 0.0, 0.0], [0.0, 0.0, 0.0], [0.0, 0.0, 0.0], [0.0, 0.0, 0.0], [0.0, 0.0, 0.0]], "lowdin_charge": [1.220, 0.767, -0.681, -0.091, -0.135, 0.086, -0.221, -0.065, -0.214, -0.070, -0.685, 0.766, -0.095, -0.135, 0.125, 0.107, 0.116, 0.106, 0.108, 0.107, 0.073, -0.080, -0.206, -0.180, -0.043, -0.076, -0.047, -0.176, -0.206, -0.073, -0.190, -0.037, -0.091, -0.346, -0.049, -0.092, -0.171, -0.110, 0.073, 0.074, 0.063, 0.106, 0.097, 0.116, 0.103, 0.117, 0.106, 0.054, 0.078, 0.075, 0.067, 0.142, 0.100, 0.086, 0.102, 0.706, -0.835, -0.066, -0.056, -0.077, -0.304, -0.166, 0.077, 0.070, 0.051, 0.105, 0.105, -0.045, -0.463, 0.795, -0.261, -0.076, -0.083, -0.079, -0.072, -0.073, -0.248, -0.083, -0.082, -0.078, -0.064, -0.081, -0.244, -0.069, -0.076, -0.085, -0.081, -0.079, 0.091, 0.104, 0.104, 0.106, 0.086, 0.080, 0.103, 0.104, 0.100, 0.064, 0.100, 0.104, 0.103, 0.104, 0.086], "total_charge": 0, "de_lowest_kj_mol": 2.6, "homo_lumo_gap_ev": 6.92, "homo_energy_ev": -7.01, "lumo_ha": -0.003}

Entry 6:
{"formula": "C2F2O4S", "method": "the ωB97M-V functional and the def2-TZVPD basis", "symbols": ["C", "C", "O", "O", "O", "O", "F", "F", "S"], "xyz": [[0.827, 0.408, -0.260], [0.607, 0.370, 1.193], [0.897, -0.779, 0.424], [-1.164, 0.162, -0.518], [-1.682, -1.010, -2.494], [1.305, 1.072, -1.117], [1.530, 0.550, 2.098], [-0.614, 0.287, 1.789], [-1.706, -1.060, -1.115]], "forces_ev_per_angstrom": [[2.0, 2.5, 2.0], [-1.8, -1.0, 0.3], [0.7, -1.1, -1.3], [-2.4, -1.5, -1.0], [-0.3, -0.8, -4.0], [-0.5, -1.5, -0.5], [0.4, 0.7, 0.6], [1.3, 0.4, 0.2], [0.7, 2.2, 3.6]], "lowdin_charge": [-0.440, -0.478, 0.166, -0.398, -0.349, 0.192, 0.200, 0.110, 0.998], "total_charge": 0, "de_lowest_kj_mol": 106.6, "homo_lumo_gap_ev": 8.68, "homo_energy_ev": -10.76, "lumo_ha": -0.077}

Copy entry 1 word for word.
{"formula": "C2H7O2", "method": "the ωB97M-V functional and the def2-TZVPD basis", "symbols": ["O", "H", "H", "H", "C", "C", "O", "H", "H", "H", "H"], "xyz": [[1.954, -0.012, -1.564], [2.487, -0.593, -2.124], [-1.086, 0.749, 2.216], [1.895, 0.808, -2.068], [-0.820, -0.085, 1.566], [-1.016, 0.351, 0.187], [-0.727, -0.291, -0.839], [-1.482, -0.928, 1.769], [0.193, -0.431, 1.778], [-1.426, 1.349, -0.009], [0.029, -0.917, -0.912]], "forces_ev_per_angstrom": [[-0.3, -0.3, -0.1], [0.0, 0.1, 0.2], [0.1, -0.3, 0.1], [0.0, 0.0, 0.0], [0.1, 0.6, 0.2], [0.5, 0.0, 0.7], [0.2, 0.7, -1.3], [-0.2, -0.2, -0.1], [0.1, 0.0, -0.2], [-0.5, -0.4, -0.1], [-0.1, -0.3, 0.5]], "lowdin_charge": [-0.042, 0.069, 0.111, 0.062, 0.028, -0.049, 0.216, 0.131, 0.127, 0.174, 0.173], "total_charge": 1, "de_lowest_kj_mol": 77.3, "homo_lumo_gap_ev": 10.07, "homo_energy_ev": -16.15, "lumo_ha": -0.223}

Q: What is the formula in the sixth record?
A: C2F2O4S